The following is a quantum chemistry calculation of 3 unconnected molecules or ions with the total composition C43H36NO11S2 at a distorted geometry, from the OMol25 dataset.

```
93
C43H36NO11S2 | the OMol25 dataset | ωB97M-V/def2-TZVPD
H 5.8986 -0.0710 2.3586
C -1.8723 3.6269 -4.0683
C 6.6544 0.6574 5.5830
H 5.9680 3.8021 -1.9543
O 5.1211 -1.0892 -2.5199
C -6.8289 -6.4389 0.5116
C -0.4876 3.2889 -3.5252
H -6.5898 -0.7823 2.2492
H -2.5665 0.6307 -4.2524
C -6.6666 -2.9024 1.9635
H 7.0015 -2.7061 5.5441
C 6.0652 2.2327 3.7236
O -4.9305 2.4396 -2.6535
H -2.9886 1.4275 -0.7758
C 3.8915 1.4186 -3.5378
H -6.5336 -7.9845 1.9676
H -5.5203 -0.0889 -2.1354
O -6.5779 -5.5983 2.6957
H -4.9064 1.2399 -4.2888
C 6.7991 -1.7063 5.1833
C 6.5090 5.5519 6.3629
H -6.7263 -9.8139 0.3251
C -4.8947 2.3713 -1.2792
C -6.6908 -1.5867 1.5322
C 3.0609 2.4408 -3.8832
S -2.6573 3.8515 -0.7872
H -7.1487 -9.3010 -2.0576
C -4.3694 1.3224 -3.3441
H 6.1111 6.7649 4.6360
C 6.2168 2.9263 -1.3528
H -6.8461 -0.2676 -0.1561
H 7.1914 -0.7832 7.0764
C 4.2982 -1.0839 -3.3939
H -0.4391 2.2439 -3.2152
C -6.8386 -1.2980 0.1792
H 3.8261 -2.9235 -3.6124
C -7.0565 -8.4972 -1.3391
H 4.1529 2.2088 -1.2073
C 6.0832 4.6780 4.1632
H -6.5470 -3.1284 3.0143
C -6.7233 -5.3476 1.5182
H 6.3400 3.1426 -0.2967
C 1.4485 0.9500 -4.6406
C 6.4294 -1.5066 3.8572
C 6.5455 3.1794 5.9949
H 6.8963 4.1050 7.8956
H -0.1964 3.9123 -2.6888
C -3.5806 2.2984 -0.5055
C -7.1344 -4.7402 -1.3081
H 6.6104 6.3974 7.0304
O 5.7436 2.4091 2.5628
H 5.4237 0.9652 -1.1161
C 5.1210 1.8934 -1.5980
O -2.2144 4.7814 -4.0773
H 0.4784 0.7993 -5.0872
C 6.2370 3.3847 4.6480
H 3.3497 3.4699 -3.7299
H -3.7276 -0.2280 -1.9469
C 2.2214 -0.1099 -4.3132
C 6.9070 -0.6278 6.0448
H 1.8629 -1.1070 -4.5076
C -7.1681 -7.1824 -1.7581
C 6.1813 -0.2271 3.3905
C -4.5553 -0.0148 -2.6263
H -7.3465 -6.9574 -2.8007
O 4.0174 -2.1603 -4.1730
H 6.3393 -2.3518 3.1874
C -6.7916 -3.9367 1.0441
O -7.3346 -4.4837 -2.4778
C -6.8217 -8.7857 0.0016
C 6.7614 1.8053 6.5256
C 3.4574 0.1214 -3.7558
C -6.9632 -3.6474 -0.3107
S 0.7818 3.4960 -4.8407
O -5.9342 2.3607 -0.6678
O -2.7101 2.6655 -4.5380
H -3.8482 2.1735 0.5368
H -7.1025 -2.1004 -1.7908
O 7.0246 1.6250 7.6947
C -6.7125 -7.7599 0.9250
C -6.9806 -2.3268 -0.7398
H -4.5400 -0.8237 -3.3587
H 7.1164 2.5043 -1.7988
H -2.8337 4.4617 0.3981
O 5.1061 1.6318 -3.0353
N 1.8758 2.1890 -4.4204
C 6.2244 5.7585 5.0170
C -7.0460 -6.1487 -0.8379
C 6.6698 4.2660 6.8506
C -2.8965 1.5183 -3.7042
H -2.3323 1.5380 -2.7680
C 6.3012 0.8604 4.2473
H 5.8569 4.8382 3.1181
```

LUMO ... -5.0 eV
2S+1 ... 1
Net charge ... +1
HOMO energy ... -11.174 eV
Molecular weight ... 806.9 g mol⁻¹

Atomic partial charges in e from the Mulliken method, atoms 1 to 2: atom 1 (H): 0.589, atom 2 (C): 0.424

The following is a quantum chemistry calculation of a molecular structure, C27H27F3LaN6O8S3 at a distorted geometry, from the OMol25 dataset.

```
75
C27H27F3LaN6O8S3 | the OMol25 dataset | ωB97M-V/def2-TZVPD
H 4.2818 -1.7733 0.8494
C 1.7112 -1.2856 -1.3806
O 2.8724 -1.3442 -1.7663
O -1.2455 -1.4220 1.7877
C -1.5844 5.6845 0.8924
O -3.8385 -2.9348 -2.5992
H -3.6032 0.5735 -2.5095
F -3.2793 2.4435 -6.9377
H -0.1558 -1.9989 4.7923
H 5.1457 -2.6056 3.0506
H 1.9342 1.8317 3.3990
C 2.1823 -0.8255 5.1441
C -2.9383 -2.4220 -1.9492
O -2.8157 0.3276 1.3818
La -1.1674 -0.3845 -0.1174
H 1.2772 -0.2529 5.3637
N -2.5333 2.4270 -0.6252
N 1.8450 -1.8683 4.1915
C -0.7892 3.0007 0.9854
H -2.8357 1.6473 -0.0423
H -3.0274 5.0358 -0.5661
H -4.0279 1.2761 -4.8623
C 1.1840 2.2139 2.7222
C -0.1776 3.9668 1.8152
C 0.7363 -2.3622 -1.8968
H 0.9357 -3.2132 5.5024
C 0.1787 -4.2657 -3.2158
F -2.1788 0.6950 -7.5747
C -3.0196 1.1479 -4.4963
N 3.5648 -1.2312 2.7814
H 1.4691 -5.4011 -4.0247
H 0.2174 1.3170 -5.4535
C -2.7811 0.7624 -3.1888
C 4.6907 -1.7397 3.5502
C 3.9438 -0.8988 1.4147
H 0.4167 -3.3391 3.7976
H 1.3626 4.2531 3.3088
S -2.2988 -0.5768 2.4688
H -3.3323 2.8179 -1.1018
C -0.6508 1.1628 -4.8289
N -1.5577 0.5801 -2.6943
C -0.5959 5.3111 1.7607
H 3.0994 -0.4649 0.8859
C -1.4909 -2.9146 -2.1944
F -1.1341 2.5514 -7.2071
H 0.4618 0.5901 -3.0819
C 0.8572 3.5286 2.6817
H -1.9478 -4.5842 -3.4517
H 2.5576 -1.2649 6.0738
C -0.5205 0.7683 -3.5068
S 1.6713 -2.8063 1.7111
H -0.1204 6.0369 2.4091
C -2.1308 1.7659 -6.7568
S -1.3887 0.5424 3.8303
O -3.3284 -1.3678 3.0855
O 1.1704 -0.3867 -0.6525
C -2.2192 4.7278 0.0880
O -3.0177 -1.4553 -1.1211
C 2.3642 -1.9304 2.9464
O 0.5107 -5.3287 -3.9859
H -1.9131 6.7148 0.8457
C 0.6905 -2.6552 4.5925
C -1.1691 -3.9871 -2.9991
C 0.5136 1.3152 1.8630
H 5.4452 -0.9561 3.6414
H 4.7524 -0.1658 1.4613
N -0.3700 1.7011 0.9630
H 2.2052 -3.5637 -2.8641
C -1.8675 3.3972 0.1415
H 2.9357 -0.1613 4.7328
C -1.9287 1.3622 -5.3259
H 4.3788 -2.0473 4.5458
C 1.1477 -3.4227 -2.6764
N -0.5521 -2.1397 -1.6425
H 0.8222 0.2706 1.8388
```

LUMO ... 2.0 eV
2S+1 ... 1
Energy above the lowest of the compared OMol25 structures with the same formula, charge and spin ... 40.30 kcal/mol
Net charge ... -1
HOMO energy ... -4.846 eV
Molecular weight ... 855.6 g mol⁻¹

Atomic partial charges in e from the Mulliken method, atoms 1 to 2: atom 1 (H): 0.356, atom 2 (C): 0.511

The following is a quantum chemistry calculation of a single C6H6OS molecule at a distorted geometry, from the OMol25 dataset.

```
14
C6H6OS | the OMol25 dataset | ωB97M-V/def2-TZVPD
C -0.5351 -0.8737 2.0384
S 0.1489 -1.6882 -0.6050
H -1.9109 -0.8008 0.4154
C 0.7259 1.2663 -1.8367
C 0.8732 -0.1110 -1.1051
C -0.1320 -1.2494 3.0932
H 0.3699 1.4480 -2.8265
H 1.6501 0.2146 -0.4023
H -1.1759 0.5145 -1.5165
C -0.8661 -0.6440 0.6378
C -0.3084 0.7733 -0.9113
O -0.6478 0.7255 0.4257
H 0.2706 -1.5242 4.0641
H 1.5377 1.9490 -1.4711
```

SMILES string ... C#C[C@H]1O[C@H]2C[C@@H]2S1
LUMO ... 0.9 eV
2S+1 ... 1
Energy above the lowest of the compared OMol25 structures with the same formula, charge and spin ... 118.12 kcal/mol
HOMO energy ... -8.921 eV
Molecular weight ... 126.2 g mol⁻¹

Atomic partial charges in e from the natural (NBO) method, atoms 1 to 2: atom 1 (C): -0.036, atom 2 (S): 0.227